C7H14N2P | ωB97M-V/def2-TZVPD

LUMO energy in eV: -4.65
Total charge: +1
Energy relative to the best compared isomer or geometry (same formula, charge and spin) in kcal per mole: 38.2
Structure (SMILES): [H]/P=C/N(/C=[NH+]/C=C)C(C)C
Highest occupied orbital energy in eV: -12.905
Strongest force on any atom in eV/A: 3.264
Orbital gap in eV: 8.26

Each atom is followed by the atoms it is bonded to, with distances in Å.
Element x y z (Å)
1 H 1.22810 -3.83538 1.06033  P2 1.454
2 P 1.62554 -2.48639 0.68997  H1 1.454, C3 1.694
3 C 0.04345 -1.95675 0.39794  P2 1.694, N4 1.429, H12 1.096
4 N -0.37076 -0.66790 -0.05909  C3 1.429, C5 1.331, C9 1.485
5 C 0.41156 0.33181 -0.45959  N4 1.331, N6 1.331, H13 1.054
6 N 1.73917 0.41809 -0.50829  C5 1.331, C7 1.415, H14 1.033
7 C 2.48762 1.61770 -0.45518  N6 1.415, C8 1.343, H15 1.062
8 C 3.82637 1.71820 -0.44496  C7 1.343, H16 1.086, H17 1.086
9 C -1.82090 -0.41238 0.13490  N4 1.485, C10 1.581, C11 1.507, H18 1.099
10 C -2.41549 0.37858 -1.09854  C9 1.581, H19 1.128, H20 1.152, H21 1.055
11 C -2.06912 0.04070 1.55075  C9 1.507, H22 1.192, H23 1.073, H24 1.051
12 H -0.84952 -2.59150 0.38894  C3 1.096
13 H -0.02953 1.24661 -0.73973  C5 1.054
14 H 2.24547 -0.44511 -0.25339  N6 1.033
15 H 1.84514 2.46139 -0.40513  C7 1.062
16 H 4.43966 2.61406 -0.42565  C8 1.086
17 H 4.30239 0.76261 -0.64423  C8 1.086
18 H -2.30474 -1.36359 -0.12753  C9 1.099
19 H -2.48750 -0.24372 -2.03685  C10 1.128
20 H -3.48393 0.71155 -0.82497  C10 1.152
21 H -1.95884 1.28077 -1.39854  C10 1.055
22 H -2.55045 1.13020 1.58529  C11 1.192
23 H -1.13756 -0.05367 2.07506  C11 1.073
24 H -2.71610 -0.65591 1.99848  C11 1.051

natural (NBO) atomic charges, in units of e:
1 H 0.032
2 P 0.398
3 C -0.396
4 N -0.376
5 C 0.397
6 N -0.525
7 C -0.037
8 C -0.358
9 C -0.038
10 C -0.633
11 C -0.637
12 H 0.241
13 H 0.218
14 H 0.425
15 H 0.205
16 H 0.253
17 H 0.204
18 H 0.223
19 H 0.238
20 H 0.250
21 H 0.207
22 H 0.242
23 H 0.226
24 H 0.241

---

C3H8N2S | ωB97M-V/def2-TZVPD

LUMO energy in eV: 0.65
Energy relative to the best compared isomer or geometry (same formula, charge and spin) in kcal per mole: 128.5
Structure (SMILES): [H]/N=C(\NC)SC
Highest occupied orbital energy in eV: -8.825
Strongest force on any atom in eV/A: 8.665
Orbital gap in eV: 9.48

Each atom is followed by the atoms it is bonded to, with distances in Å.
Element x y z (Å)
1 H -1.47060 -1.73079 1.61178  N2 1.182
2 N -1.20170 -1.08075 0.66172  H1 1.182, C3 1.283
3 C -0.04477 -0.54746 0.50911  N2 1.283, N4 1.547, S6 1.815
4 N 1.39265 -0.84734 0.99672  C3 1.547, C5 1.621, H8 1.275
5 C 1.91346 0.68676 1.04757  N4 1.621, H9 1.214, H10 1.221, H11 1.250
6 S -0.10989 0.62676 -0.87375  C3 1.815, C7 1.813
7 C -1.75934 0.19353 -1.48856  S6 1.813, H12 1.230, H13 1.120, H14 1.216
8 H 1.07877 -0.66799 2.21890  N4 1.275
9 H 3.08990 0.83401 1.30943  C5 1.214
10 H 1.94934 0.97512 -0.13827  C5 1.221
11 H 1.15045 1.50663 1.60206  C5 1.250
12 H -1.93605 1.29226 -2.01284  C7 1.230
13 H -2.29533 0.10717 -0.50933  C7 1.120
14 H -1.80091 -0.84501 -2.11942  C7 1.216

natural (NBO) atomic charges, in units of e:
1 H 0.368
2 N -0.732
3 C 0.275
4 N -0.574
5 C -0.514
6 S 0.184
7 C -0.777
8 H 0.353
9 H 0.236
10 H 0.220
11 H 0.218
12 H 0.230
13 H 0.269
14 H 0.244

---

- What is the formula in the first record?
  C7H14N2P

---

- Which of these has the lowest energy relative to the best compared isomer or geometry (same formula, charge and spin)?
  C7H14N2P